The following is a quantum chemistry calculation of C17H11AgF16N3Sb as an isolated structure at a distorted geometry, from OMol25.

Last column: Löwdin charge in e.
Atoms and positions in Å:
1 Ag 0.144 -1.023 -0.200  0.924
2 C -0.135 0.125 3.026  -0.067
3 N 0.062 -1.067 2.214  -0.270
4 C -1.038 -2.013 2.389  -0.206
5 C -2.282 -1.578 1.609  -0.250
6 N -1.965 -1.482 0.199  -0.080
7 C -2.862 -0.988 -0.647  -0.222
8 C -4.210 -0.607 -0.390  -0.136
9 F -4.758 -0.821 0.833  0.053
10 C -5.028 -0.050 -1.353  -0.159
11 F -6.292 0.280 -1.033  0.094
12 C -4.578 0.160 -2.651  -0.163
13 F -5.369 0.738 -3.573  0.081
14 C -3.292 -0.269 -2.977  -0.159
15 F -2.862 -0.164 -4.241  0.103
16 C -2.484 -0.816 -2.009  -0.155
17 F -1.228 -1.206 -2.355  0.017
18 C 1.388 -1.639 2.455  -0.201
19 C 2.454 -0.862 1.675  -0.206
20 N 2.242 -1.111 0.265  0.007
21 C 2.907 -0.417 -0.656  -0.194
22 C 2.623 -0.725 -2.016  -0.129
23 F 1.691 -1.688 -2.245  0.058
24 C 3.210 -0.100 -3.090  -0.132
25 F 2.905 -0.466 -4.344  0.120
26 C 4.149 0.909 -2.868  -0.113
27 F 4.732 1.533 -3.904  0.121
28 C 4.486 1.236 -1.557  -0.135
29 F 5.424 2.167 -1.327  0.119
30 C 3.893 0.596 -0.484  -0.109
31 F 4.309 0.944 0.751  0.099
32 H -0.163 -0.146 4.091  0.091
33 H -1.065 0.620 2.759  0.080
34 H 0.673 0.835 2.862  0.074
35 H -1.302 -2.127 3.451  0.118
36 H -0.726 -2.984 1.995  0.111
37 H -2.651 -0.623 1.999  0.107
38 H -3.067 -2.330 1.762  0.115
39 H 1.402 -2.667 2.077  0.114
40 H 1.623 -1.647 3.530  0.121
41 H 3.456 -1.207 1.972  0.132
42 H 2.385 0.203 1.920  0.108
43 F 0.283 1.348 -0.299  -0.414
44 Sb 0.168 3.268 0.001  1.399
45 F -1.211 2.908 1.278  -0.376
46 F -1.099 3.325 -1.408  -0.366
47 F 0.018 5.134 0.316  -0.371
48 F 1.611 3.450 -1.224  -0.372
49 F 1.431 3.043 1.423  -0.382

Values from the calculation:
Multiplicity: 2
E_tot in a.u.: -2803.87349
F_max in eV/Å: 1.2
M in Da: 790.89
Net charge: -1
Orbital gap (alpha / beta) in eV: 6.7 / 4.2